Record 1
Molecular formula: C15H48F2HgNO13S2
Method: DFT, ωB97M-V with the def2-TZVPD basis set

Geometry as XYZ:
```
82
Properties=species:S:1:pos:R:3
Hg -0.9798 2.4094 -2.1173
N -0.0685 0.9247 -0.8098
S -0.4206 0.2370 0.5625
O 0.4318 0.4464 1.7036
O -1.1136 -1.0213 0.4176
F -1.7557 1.1374 0.8558
S 0.9712 -0.3275 -1.2766
O 0.4802 -1.2359 -2.2804
O 1.8477 -0.8293 -0.2633
F 1.8826 0.6682 -2.1179
C 1.5422 4.7823 -3.1844
O 0.7758 3.5709 -3.1281
H 1.4060 5.3477 -4.1110
H 1.2373 5.4576 -2.3893
H 2.6201 4.6191 -3.1693
H 1.3057 2.9095 -3.5977
O -0.6197 1.0115 -3.9582
H -1.2503 0.2656 -3.9507
H -0.4469 1.1850 -4.8971
C 4.8301 2.2465 -1.4348
C 5.4069 1.0173 -2.1266
O 5.3251 1.1470 -3.5440
H 4.3503 2.0456 -0.4796
H 4.0098 2.5445 -2.0989
H 5.5962 3.0188 -1.4134
H 4.7584 0.1878 -1.8275
H 6.4151 0.8391 -1.7513
H 5.2772 0.2653 -3.9217
C 2.9416 2.9451 2.3930
C 3.4588 1.5301 2.6931
O 2.4297 0.8566 3.3674
H 3.6213 3.5524 1.7768
H 2.7405 3.5488 3.2743
H 2.0592 2.9076 1.7464
H 4.3817 1.6076 3.2706
H 3.7500 0.9655 1.7960
H 1.7035 0.6513 2.7551
C 0.9074 -3.1506 3.3738
C -0.3528 -2.4324 3.7769
O -0.6709 -2.5707 5.1602
H 1.1201 -3.0392 2.3080
H 0.8494 -4.2181 3.5906
H 1.7976 -2.7416 3.8547
H -1.2226 -2.7563 3.1998
H -0.1888 -1.3751 3.5434
H -1.3803 -1.9762 5.4123
C -4.0368 -3.2824 -3.0333
C -2.9254 -2.9398 -2.0898
O -2.8748 -1.5201 -1.7908
H -3.7979 -2.8450 -4.0084
H -5.0806 -3.1372 -2.7633
H -4.0190 -4.3395 -3.3210
H -1.9565 -3.2232 -2.5097
H -3.0058 -3.4049 -1.1035
H -2.3987 -1.4855 -0.9519
C 3.1810 -3.6891 -2.1073
C 2.2820 -4.0305 -0.9289
O 0.9110 -3.9118 -1.2164
H 2.7423 -3.9999 -3.0589
H 4.1608 -4.1568 -2.0103
H 3.3374 -2.6099 -2.2099
H 2.6979 -3.4478 -0.0959
H 2.4335 -5.0741 -0.6477
H 0.7554 -3.0720 -1.6679
C -2.7805 1.1419 4.0451
C -2.7204 2.6736 3.9709
O -3.9705 3.1005 3.3970
H -2.9694 0.7035 3.0716
H -3.4993 0.8443 4.8082
H -1.8007 0.8538 4.4481
H -1.8995 2.8670 3.2733
H -2.5218 3.1202 4.9410
H -3.8201 3.2745 2.4664
C -4.8473 0.1055 0.8538
C -5.6147 0.0604 -0.4802
O -5.6013 1.3372 -1.1088
H -4.5037 1.1099 1.1004
H -3.9760 -0.5527 0.8350
H -5.4452 -0.2462 1.6947
H -6.6326 -0.2213 -0.2115
H -5.1012 -0.6913 -1.0784
H -6.4619 1.5140 -1.4946
```

Its molar mass is 753.263 Da. Its lowest unoccupied orbital energy is -0.30394 Eh. As for the total charge: +1. The orbital gap is 3.2 eV. The largest force on an atom comes out at 8.7 eV Å⁻¹. The calculation puts the HOMO energy at -0.4198 hartree.

---

Record 2
Molecular formula: C15H48O9
Method: DFT, ωB97M-V with the def2-TZVPD basis set

Geometry as XYZ:
```
72
Properties=species:S:1:pos:R:3
O 0.5973 0.3730 -0.3253
H -0.1631 0.1255 0.2008
H 0.7186 -0.3584 -0.9307
O -1.7175 -0.0932 0.8501
H -2.5829 -0.0223 0.4472
H -1.8792 0.0176 1.7870
O 1.4471 -1.6722 -2.2808
H 0.8621 -1.7132 -3.0373
H 1.5445 -2.5830 -2.0031
O 3.3083 1.1056 -0.9001
H 2.4270 0.9491 -0.5609
H 3.3859 0.5140 -1.6486
C -0.7651 -0.0652 5.4869
C -0.4499 0.5626 4.1626
C 0.5308 -0.2872 3.3436
O -1.5926 0.6832 3.3997
H 0.1112 -0.1038 6.1340
H -1.1879 -1.0696 5.4614
H -1.5474 0.4410 6.0524
H -0.0285 1.5667 4.2104
H 0.4752 -0.0214 2.2880
H 0.3107 -1.3547 3.3439
H 1.5457 -0.0435 3.6580
H -2.0461 1.4755 3.6964
C 5.9437 -1.6967 1.9745
C 5.0586 -1.1035 0.8674
C 3.5118 -1.5254 1.0982
O 5.0020 0.2785 0.9389
H 6.9871 -1.8602 1.7052
H 5.5484 -2.6640 2.2845
H 5.8779 -1.1349 2.9062
H 5.5078 -1.3555 -0.0932
H 3.0508 -0.9120 1.8723
H 3.3481 -2.5775 1.3315
H 2.9311 -1.4683 0.1775
H 4.3677 0.5841 0.2863
C -1.2134 -3.2801 -1.1326
C -2.2968 -3.8366 -1.9769
C -3.7293 -3.5092 -1.3802
O -2.2396 -3.3465 -3.2338
H -0.2510 -3.4521 -1.6145
H -1.2170 -3.7547 -0.1513
H -1.2940 -2.2018 -0.9953
H -2.1951 -4.9205 -2.0320
H -4.4700 -3.8217 -2.1163
H -3.9810 -2.4495 -1.3370
H -3.7752 -4.0477 -0.4336
H -2.2789 -2.3878 -3.2029
C -0.9746 3.1512 1.3180
C -0.0247 3.6990 0.2139
C 1.4259 3.8096 0.7298
O 0.0847 2.9218 -0.9814
H -0.4781 2.4707 2.0098
H -1.8976 2.6657 1.0009
H -1.3264 3.9457 1.9761
H -0.3825 4.6991 -0.0309
H 1.4599 4.4199 1.6323
H 2.1322 4.2587 0.0315
H 1.8224 2.8449 1.0462
H 0.2154 2.0284 -0.6552
C -3.3968 1.8540 -5.0157
C -2.3287 1.1991 -4.1158
C -2.4806 1.7348 -2.6897
O -2.4139 -0.2064 -4.0712
H -3.1761 2.8960 -5.2476
H -4.3735 1.7362 -4.5464
H -3.4048 1.3572 -5.9859
H -1.3277 1.4593 -4.4599
H -1.6899 1.3160 -2.0671
H -3.4131 1.4047 -2.2318
H -2.2492 2.7991 -2.6476
H -3.3000 -0.4467 -3.7905
```

Its molar mass is 372.540 Da. Its lowest unoccupied orbital energy (spin up / spin down) is -0.09510 / -0.32266 Eh. As for the total charge: +1. The orbital gap (spin up / spin down) is 9.1 / 2.9 eV. The largest force on an atom comes out at 3.5 eV Å⁻¹. Its multiplicity is 2. The calculation puts the HOMO energy (spin up / spin down) at -0.4310 / -0.4310 hartree.

---

Record 3
Molecular formula: C15H4AuBBr2Cl5F4NO
Method: DFT, ωB97M-V with the def2-TZVPD basis set

Geometry as XYZ:
```
34
Properties=species:S:1:pos:R:3
Au -0.4138 0.5364 0.3138
Cl -2.0317 2.0536 -2.0573
C -3.0194 1.2858 -0.8738
C -2.4110 0.6190 0.1747
C -3.1814 -0.0140 1.1350
Cl -2.4008 -0.8236 2.4470
C -4.5709 0.0108 1.0542
Cl -5.5203 -0.7812 2.2437
C -5.1815 0.6879 -0.0007
Cl -6.8931 0.7327 -0.1093
C -4.4082 1.3301 -0.9671
Cl -5.1575 2.1665 -2.2633
Br -0.5555 -4.1759 -1.3456
C 0.9282 -3.1314 -0.8658
C 2.2194 -3.6893 -0.9296
C 3.3196 -2.9572 -0.5914
Br 5.0292 -3.7556 -0.6906
C 3.1851 -1.6139 -0.1633
C 4.2422 -0.7571 0.2165
C 3.9814 0.5218 0.6197
C 2.6554 0.9824 0.6565
N 1.6588 0.2031 0.3047
C 1.8854 -1.0815 -0.1073
C 0.7360 -1.8319 -0.4639
O -0.4796 -1.2756 -0.4201
H 2.3261 -4.7151 -1.2526
H 5.2572 -1.1294 0.1858
H 4.7764 1.1917 0.9121
H 2.4116 1.9886 0.9711
F 1.3832 3.9139 1.1760
B 0.3764 3.6021 0.3077
F -0.5739 4.5382 0.1340
F 0.8158 2.9734 -0.8332
F -0.3888 2.3950 1.0824
```

Its molar mass is 835.047 Da. Its lowest unoccupied orbital energy is -0.05230 Eh. The orbital gap is 7.6 eV. The largest force on an atom comes out at 0.4 eV Å⁻¹. The calculation puts the HOMO energy at -0.3310 hartree.

---

Record 4
Molecular formula: C15H4Cl2CsF5NOS
Method: DFT, ωB97M-V with the def2-TZVPD basis set

Geometry as XYZ:
```
30
Properties=species:S:1:pos:R:3
Cs 0.8121 0.2057 0.1105
Cl 3.1502 4.3676 2.1694
C 2.1840 3.2714 3.1366
C 2.3626 3.3437 4.5270
C 1.6546 2.5606 5.3786
Cl 1.9174 2.6722 7.1094
C 0.6930 1.6493 4.8608
C -0.0988 0.8096 5.6801
C -1.0020 -0.0294 5.1090
C -1.1132 -0.0453 3.7022
N -0.3989 0.7057 2.9079
C 0.5027 1.5792 3.4653
C 1.2642 2.4229 2.5169
O 1.0736 2.3246 1.2705
H 3.0910 4.0513 4.9029
H 0.0252 0.8471 6.7539
H -1.6256 -0.6818 5.7059
H -1.8217 -0.7235 3.2345
F 3.9986 -1.9502 -5.8292
C 3.5104 -2.1226 -4.5894
C 2.4501 -1.3656 -4.1373
F 1.8908 -0.4500 -4.9408
C 1.9713 -1.5610 -2.8511
F 0.9291 -0.7493 -2.5265
C 2.4738 -2.4980 -1.9450
S 1.8453 -2.8189 -0.2960
C 3.5464 -3.2270 -2.4654
F 4.1409 -4.1763 -1.7278
C 4.0615 -3.0600 -3.7381
F 5.0913 -3.8094 -4.1570
```

Its molar mass is 545.071 Da. Its lowest unoccupied orbital energy is 0.07717 Eh. As for the total charge: -1. The orbital gap is 6.6 eV. The largest force on an atom comes out at 2.2 eV Å⁻¹. The calculation puts the HOMO energy at -0.1667 hartree.

---

Record 5
Molecular formula: C15H50N10O15
Method: DFT, ωB97M-V with the def2-TZVPD basis set

Geometry as XYZ:
```
90
Properties=species:S:1:pos:R:3
N -3.2726 -5.8535 3.0602
C -3.9792 -4.8799 2.6193
N -3.2808 -3.7649 2.6273
O -5.1275 -4.9667 2.2416
H -2.2889 -5.6745 3.2025
H -3.7362 -6.7508 3.0532
H -3.6026 -2.9625 2.1052
H -2.2895 -3.8558 2.7985
N -1.7126 2.0645 -4.0618
C -2.1540 1.2533 -3.1570
N -1.8225 -0.0088 -3.4311
O -2.7881 1.5574 -2.1760
H -1.3388 1.6982 -4.9256
H -1.9186 3.0494 -3.9749
H -2.0132 -0.6253 -2.6542
H -1.2136 -0.3026 -4.1815
N -1.8823 0.2467 4.3262
C -1.4634 -0.4989 5.3454
N -2.3807 -0.5948 6.2403
O -0.3236 -1.0018 5.3703
H -1.2334 0.3749 3.5630
H -2.7825 0.6989 4.3986
H -3.2743 -0.1326 6.1516
H -2.1815 -0.9632 7.1594
N 2.2630 1.7783 1.5229
C 2.7824 2.1853 0.4164
N 3.9946 2.6207 0.5654
O 2.1346 2.1819 -0.6299
H 2.7776 1.7771 2.3919
H 1.3592 1.3297 1.5672
H 4.6350 2.5397 1.3422
H 4.4164 3.0013 -0.2697
N -0.8414 -1.7790 0.5863
C -0.3054 -0.5930 0.6830
N 0.0754 -0.0811 -0.4367
O -0.1568 0.0350 1.7313
H -0.9703 -2.3114 -0.2623
H -1.1707 -2.1653 1.4595
H -0.2236 -0.5300 -1.2906
H 0.6372 0.7539 -0.5223
O 2.0694 -3.9438 2.6035
C 2.3783 -3.3608 1.3541
C 2.9393 -1.9562 1.5234
O 4.3365 -2.0180 1.8416
H 2.6614 -3.6826 3.3126
H 3.0725 -3.9393 0.7446
H 1.4068 -3.3130 0.8622
H 2.2598 -1.4740 2.2261
H 2.8457 -1.4458 0.5648
H 4.4257 -2.7702 2.4314
O -1.7834 3.2049 2.2406
C -1.3112 3.3718 0.9222
C -2.4103 4.1893 0.1898
O -3.4063 3.1919 -0.2416
H -2.6877 2.8918 2.1649
H -0.4243 4.0042 0.8832
H -1.0609 2.4040 0.4876
H -2.0200 4.7179 -0.6798
H -2.8443 4.8532 0.9375
H -3.1372 2.7961 -1.0738
O 3.0452 1.2257 -5.7553
C 3.2867 0.7021 -4.4513
C 1.9997 0.4699 -3.6558
O 1.1880 -0.6121 -4.0549
H 3.3249 0.4592 -6.2611
H 3.9789 -0.1361 -4.5305
H 3.8913 1.4352 -3.9173
H 1.3642 1.3554 -3.6397
H 2.3757 0.3050 -2.6461
H 0.7505 -0.2480 -4.8279
O 0.1478 6.5167 0.5249
C 1.4013 5.8446 0.1956
C 1.6040 5.4291 -1.3303
O 0.8695 4.2827 -1.7316
H 0.1910 7.4568 0.3352
H 2.1995 6.5502 0.4264
H 1.6405 4.9742 0.8065
H 2.6598 5.2444 -1.5285
H 1.3890 6.2152 -2.0541
H 1.1290 3.5243 -1.2032
O 0.0461 -5.9060 -2.4431
C -0.7993 -5.4292 -1.3848
C -1.7146 -4.2753 -1.8277
O -0.8803 -3.1632 -2.0288
H 0.7452 -5.2881 -2.6691
H -1.3682 -6.2629 -0.9731
H -0.1227 -5.1452 -0.5788
H -2.5084 -4.1250 -1.0959
H -2.1663 -4.5954 -2.7666
H -0.3252 -3.3756 -2.7827
```

As for the structure (SMILES): NC(N)=O.NC(N)=O.NC(N)=O.NC(N)=O.NC(N)=O.OCCO.OCCO.OCCO.OCCO.OCCO. Its molar mass is 610.620 Da. Its lowest unoccupied orbital energy is -0.00349 Eh. The orbital gap is 8.5 eV. The largest force on an atom comes out at 5.8 eV Å⁻¹. The calculation puts the HOMO energy at -0.3163 hartree.

---

Record 6
Molecular formula: C15H51AsF6N19O11Tl
Method: DFT, ωB97M-V with the def2-TZVPD basis set

Geometry as XYZ:
```
104
Properties=species:S:1:pos:R:3
Tl -10.4029 -44.7260 21.2632
As -12.4170 -42.5140 17.5040
F -13.7800 -43.4081 18.3872
F -12.8721 -41.0296 18.3694
F -10.9659 -41.7009 16.7607
F -11.9104 -43.9547 16.5900
F -13.5559 -42.1636 16.2298
F -11.3944 -43.0465 18.8793
C -6.9524 -46.7881 20.2165
O -8.1985 -46.9375 20.9200
C -8.5266 -48.3363 20.9956
C -9.5151 -48.5355 22.0992
N -10.7922 -47.8453 21.8161
C -11.7625 -48.0410 22.8563
C -12.5783 -49.3405 22.8112
O -13.2854 -49.3381 21.5129
C -14.0200 -50.5874 21.3696
H -6.0981 -47.2479 20.7133
H -6.6793 -45.7374 20.1189
H -7.0263 -47.2705 19.2419
H -7.6829 -48.9201 21.3636
H -8.9192 -48.6334 20.0232
H -9.0865 -48.2085 23.0465
H -9.5734 -49.6235 22.0675
H -11.3350 -48.2882 21.0885
H -12.5251 -47.2744 22.7198
H -11.2510 -47.8550 23.8007
H -13.3280 -49.2077 23.5913
H -12.0663 -50.3015 22.7603
H -14.8792 -50.4531 20.7124
H -14.6223 -50.7702 22.2595
H -13.4554 -51.4729 21.0776
C -8.4950 -45.4421 24.9042
O -9.0067 -45.6706 23.7866
N -8.8349 -44.3822 25.6014
N -7.5008 -46.0384 25.4909
H -9.1947 -43.7050 24.9441
H -8.4815 -44.1721 26.5239
H -7.1303 -46.8103 24.9552
H -7.1462 -45.8516 26.4179
C -14.1941 -46.1409 20.0332
O -13.2211 -45.6127 20.6131
N -14.6319 -47.3552 20.2648
N -14.9666 -45.5562 19.1264
H -14.1900 -47.9469 20.9538
H -15.5593 -47.4689 19.8812
H -14.5144 -44.7529 18.7137
H -15.7433 -45.9243 18.5960
C -10.5565 -41.5579 23.7072
O -10.4359 -42.7302 23.5339
N -10.5933 -40.7501 22.6738
N -10.5308 -40.8964 24.7724
H -10.4619 -41.1075 21.7383
H -10.6385 -39.7763 22.9380
H -10.6919 -41.3916 25.6378
H -10.7748 -39.9251 24.6414
C -7.7303 -43.6849 18.3390
O -8.5060 -44.4168 18.9526
N -7.8546 -43.1854 17.0844
N -6.6483 -43.1599 18.8213
H -8.6818 -43.3680 16.5344
H -7.0946 -42.6244 16.7270
H -6.2870 -43.2699 19.7580
H -6.0425 -42.7327 18.1353
C -13.9080 -42.4307 21.6716
O -12.6850 -42.7279 21.4643
N -14.8345 -42.8520 20.8422
N -14.4392 -41.8502 22.7559
H -15.7927 -42.6603 21.0976
H -14.4961 -43.2868 19.9957
H -13.7899 -41.5362 23.4630
H -15.4336 -41.6734 22.7486
C -10.7306 -46.9201 17.7829
O -10.8935 -46.4305 18.9009
N -10.7127 -46.3117 16.6351
N -10.4184 -48.2198 17.6419
H -11.0295 -45.3570 16.5441
H -10.3130 -46.8434 15.8750
H -10.3984 -48.6524 16.7294
H -10.3214 -48.7444 18.4995
C -9.0262 -41.0591 20.0257
O -9.4623 -42.1018 20.4113
N -8.2537 -40.2614 20.7318
N -9.2655 -40.5079 18.8627
H -7.9103 -40.5212 21.6454
H -8.0900 -39.3511 20.3260
H -9.0242 -39.5330 18.7558
H -9.7377 -40.9195 18.0704
C -12.6398 -45.1010 24.8428
O -12.0765 -45.1565 23.7394
N -12.0700 -45.4835 25.9075
N -13.7914 -44.6857 25.1603
H -11.1323 -45.8589 25.9074
H -12.5854 -45.4599 26.7758
H -14.1136 -44.7685 26.1139
H -14.3875 -44.2969 24.4437
C -6.4641 -43.7602 22.5809
O -7.4817 -43.6636 21.9027
N -5.8292 -44.9266 22.8978
N -5.7759 -42.7561 23.1175
H -6.2683 -45.7976 22.6361
H -5.0672 -45.0225 23.5537
H -6.3116 -41.9000 23.1366
H -5.0366 -42.9566 23.7757
```

Its molar mass is 1066.988 Da. Its lowest unoccupied orbital energy is -0.35713 Eh. As for the total charge: +2. The orbital gap is 3.9 eV. The largest force on an atom comes out at 7.4 eV Å⁻¹. The calculation puts the HOMO energy at -0.4987 hartree.

---

largest force on an atom of number 4 (C15H4Cl2CsF5NOS)? 2.2 eV Å⁻¹